A 4-piece molecular cluster, C35H76NO4 overall, computed with the ωB97M-V functional and the def2-TZVPD basis.

The geometry in XYZ format:
```
116
Properties=species:S:1:pos:R:3
H -1.038 -1.614 -2.549
O 5.027 5.951 2.703
H 4.525 6.754 2.871
H 6.625 4.675 -0.928
C -4.536 0.884 -2.288
H 1.233 -3.534 -2.447
H 4.279 1.876 -4.058
C -5.736 0.443 -3.255
H -1.860 -0.989 1.526
H 5.882 4.439 3.774
H 4.213 4.531 5.646
H -5.663 -0.341 -0.886
H 2.514 -1.102 -1.112
H -1.042 -1.376 -0.722
C 2.457 1.086 -3.207
H 6.826 2.211 -0.805
N -3.374 0.069 -2.715
C 3.844 0.908 -3.794
H -2.486 1.034 2.752
H 0.809 -2.311 -1.209
H -3.892 1.927 3.525
H -3.331 2.808 -2.370
H -4.879 -1.226 1.297
C 6.014 1.937 1.288
C 6.468 4.174 0.062
H -4.501 3.139 0.081
H -0.243 1.043 -1.638
H -3.090 -1.788 2.536
H -6.699 0.483 -2.689
H -5.036 3.414 1.788
H 5.045 2.660 -0.555
H -0.123 -2.179 1.011
C 0.101 -4.394 0.828
O -3.069 0.494 -3.913
H 5.359 2.549 1.956
H -2.866 3.989 2.510
H 4.511 0.446 -3.063
C -3.592 1.099 2.828
H -5.425 1.098 1.652
H 2.844 -3.665 0.209
H 3.950 -1.793 -1.914
H -0.365 -5.323 1.248
H 0.728 -5.461 -0.988
H -2.529 -2.003 -1.651
H -2.645 -3.874 1.725
H -4.126 -1.780 -0.249
C -2.570 -7.299 0.511
H 3.386 -1.310 1.100
H 7.440 4.300 0.610
H 3.889 0.750 -0.199
H -0.718 -4.404 -1.199
C -3.274 -8.063 1.617
C 5.301 5.343 3.962
C -2.526 0.830 -0.392
H 7.050 1.979 1.720
C -2.196 -3.104 1.055
H -2.520 1.936 -0.592
H 3.402 4.328 4.080
H 4.936 -2.173 0.530
O -1.168 -7.548 0.544
C -2.735 -1.673 1.476
C -5.050 0.600 -0.836
C 5.604 0.418 1.236
H 3.416 5.905 4.855
H 3.285 -3.970 -1.569
C -1.640 -1.324 -1.655
H 2.035 0.120 -2.926
H -2.425 -3.383 0.001
H -3.110 -9.138 1.509
C -4.358 2.438 -2.590
H 5.911 6.028 4.560
C 6.073 2.649 -0.106
H -1.354 4.609 0.321
H -5.775 1.391 -0.510
C 3.314 -1.880 -0.993
C -4.287 2.882 1.146
H -0.553 -3.114 2.475
H -5.053 3.046 -1.950
O 2.510 1.897 -2.036
C 4.140 -1.436 0.282
H 5.026 0.142 2.160
H -0.582 0.465 -3.300
H 2.873 2.751 -2.289
H -2.728 5.686 0.719
C -2.879 3.554 1.480
C 4.011 5.004 4.684
H 1.785 1.558 -3.932
H -5.839 1.110 -4.138
H -1.325 2.043 -2.650
H -2.859 4.371 -0.607
H -1.632 0.652 0.257
H 5.669 4.706 0.663
C -4.341 1.342 1.466
H -2.047 2.804 1.443
H -2.718 -6.225 0.635
C 4.711 0.017 0.007
H -4.031 0.172 3.285
C -1.039 0.990 -2.436
C -2.217 0.146 -1.776
H 6.517 -0.220 1.216
H -1.036 -8.494 0.425
C 1.203 -3.343 -1.338
H 3.813 0.282 -4.688
H -2.877 -7.775 2.592
H -2.958 -7.591 -0.470
C 0.297 -4.466 -0.726
C 2.700 -3.344 -0.846
H -4.349 -7.870 1.603
C -0.632 -3.110 1.353
C -3.890 0.414 0.275
H -5.537 -0.584 -3.659
H 5.317 -0.031 -0.935
C -2.474 4.653 0.398
H -4.588 2.695 -3.646
C -3.965 -1.136 0.646
H 1.134 -4.372 1.277
```

## Properties
E_tot = -1734.6891 hartree
highest occupied orbital energy (alpha / beta) = -8.7 / -9.3 eV
E_LUMO (alpha / beta) = 0.6 / 0.1 eV
net charge = 0
2S+1 = 2

=====

C35H77BaN3O12 as an isolated structure, computed with the ωB97M-V functional and the def2-TZVPD basis.

The geometry in XYZ format:
```
128
Properties=species:S:1:pos:R:3
H 6.085 -18.471 -17.770
H 5.802 -18.333 -19.562
H 0.924 -23.451 -18.952
C 1.053 -21.112 -17.789
O 1.276 -17.663 -11.142
H 2.385 -13.925 -19.246
H -1.927 -18.280 -14.900
H -1.824 -16.809 -12.804
H -2.682 -16.587 -19.061
H -1.235 -21.550 -20.293
H -3.832 -21.161 -15.818
H -5.012 -16.043 -11.143
H -6.720 -15.777 -14.522
H 2.825 -23.272 -10.700
H 2.749 -15.057 -17.966
N -1.527 -21.301 -17.624
H 3.428 -24.793 -11.252
H 3.272 -21.824 -15.705
H 0.808 -13.285 -15.800
H -2.039 -24.347 -16.112
C -3.425 -18.307 -13.247
H 4.195 -19.100 -13.040
O 2.469 -17.177 -16.227
C -0.403 -24.091 -17.494
O 3.108 -17.465 -9.999
C -1.144 -21.998 -15.117
C 5.609 -23.431 -11.204
H 1.810 -21.924 -13.307
C -1.765 -15.322 -17.478
C -4.990 -15.911 -12.224
H -6.379 -17.389 -15.015
C 4.916 -23.900 -13.549
H 5.512 -22.964 -10.223
H -0.088 -17.569 -15.405
C 2.148 -13.195 -17.202
C 4.006 -23.508 -14.765
H 4.819 -20.570 -18.345
H 3.024 -23.813 -14.401
C 4.340 -19.591 -18.371
H -3.016 -20.398 -13.002
Ba 3.427 -15.028 -14.326
H -3.346 -19.630 -11.481
H 4.970 -21.765 -15.487
H -3.515 -14.716 -18.170
O 1.090 -16.676 -14.603
C 4.462 -23.160 -12.181
H -1.778 -19.379 -12.372
C 3.760 -21.140 -13.682
H 2.438 -23.917 -12.414
C -3.527 -15.747 -12.635
C 4.256 -19.704 -13.946
C -1.787 -16.546 -18.440
H -3.564 -15.424 -13.676
H -5.706 -19.902 -12.836
C -7.092 -17.224 -12.385
C 2.264 -20.951 -13.497
H 3.564 -19.208 -14.626
H -1.802 -17.509 -17.929
H -2.112 -15.542 -16.468
C -1.924 -22.215 -16.468
H 6.505 -23.048 -11.692
H 1.031 -14.588 -18.233
H 3.200 -21.059 -11.223
H -7.754 -16.366 -12.502
H 1.864 -21.257 -18.502
H -5.009 -16.232 -14.935
H -7.605 -18.042 -12.891
C 2.534 -17.255 -11.051
H -1.242 -19.826 -16.612
H -0.372 -25.161 -17.698
H -0.788 -14.905 -17.234
H 4.293 -24.079 -15.649
H -2.872 -17.318 -11.394
H -3.465 -19.034 -15.268
H -1.178 -20.941 -14.853
C 5.350 -18.401 -18.573
H 1.217 -21.503 -16.784
H 5.823 -24.498 -11.149
O -1.776 -19.968 -17.398
H 0.539 -21.286 -20.217
H -3.759 -22.837 -15.463
H 3.652 -19.552 -17.526
C -0.256 -21.652 -18.345
H 1.689 -12.267 -17.545
C 4.048 -22.027 -14.967
H 5.951 -23.739 -13.849
H -3.355 -17.307 -15.235
O 0.350 -17.857 -16.209
H 2.058 -20.258 -12.681
H -4.011 -22.273 -17.150
C -2.861 -19.475 -12.444
H 4.818 -24.952 -13.279
H -3.090 -14.913 -12.085
C -2.828 -17.041 -12.447
H -0.607 -20.011 -19.831
H 3.210 -12.981 -17.089
C 3.149 -23.798 -11.597
H -1.697 -22.413 -14.274
O 2.965 -16.642 -12.006
C -3.001 -18.207 -14.731
H 1.813 -20.526 -14.393
O -5.512 -19.391 -13.626
C -3.469 -22.108 -16.219
H 5.265 -19.633 -14.352
H -5.507 -14.968 -12.399
H 3.805 -17.490 -17.766
H 3.708 -19.673 -19.255
N 4.459 -21.662 -12.460
O 4.147 -20.917 -11.282
O 4.502 -17.260 -18.385
O -2.638 -14.340 -18.065
N -4.888 -18.254 -13.107
O 1.702 -13.588 -15.979
H -6.941 -17.354 -11.313
C -5.691 -17.002 -13.077
H 1.164 -17.434 -12.067
H -0.145 -22.431 -15.063
C -1.761 -23.706 -16.949
H -0.884 -16.489 -19.049
H 0.404 -23.947 -16.775
C 2.069 -14.256 -18.256
C -0.095 -23.186 -18.668
C 1.320 -17.196 -15.661
H -0.749 -23.499 -19.482
C -0.420 -21.081 -19.742
C -5.947 -16.545 -14.478
H -2.494 -23.838 -17.745
H 1.027 -20.032 -17.643
```

## Properties
E_tot = -2471.9816 hartree
highest occupied orbital energy (alpha / beta) = -9.6 / -9.6 eV
E_LUMO (alpha / beta) = -3.1 / -6.7 eV
net charge = +1
2S+1 = 2

=====

A 12-piece molecular cluster, C35H77ClN17O29S overall, computed with the ωB97M-V functional and the def2-TZVPD basis.

The geometry in XYZ format:
```
160
Properties=species:S:1:pos:R:3
O -0.688 5.598 8.177
H -0.903 -4.428 0.583
C -3.665 2.914 -4.623
H 7.670 1.760 -2.273
C -1.781 2.099 2.124
C 5.393 0.829 -2.529
O 4.972 -0.068 5.019
H 0.125 5.367 5.939
H 0.948 0.001 -8.285
C 2.423 3.787 2.516
H 8.117 0.786 -0.141
O 0.467 -2.004 -0.389
H -4.187 -5.687 4.408
O -1.805 -9.240 6.597
C -1.089 0.747 -1.176
H 9.495 0.103 -1.089
H 0.565 0.224 0.036
H -3.773 -0.026 -2.047
N 0.701 4.722 3.309
H 5.642 -0.970 2.474
H 6.228 -2.558 3.040
C -8.853 0.652 2.854
O 1.543 2.814 2.694
H 2.976 1.547 4.639
H -3.907 3.814 -2.717
O 2.541 -8.429 1.196
C -0.119 0.036 -8.483
O 6.536 0.013 -2.475
N 3.841 -0.357 4.691
O 2.837 -5.320 4.194
H -0.743 3.479 0.844
O -6.701 -0.180 2.704
N 1.968 4.942 2.874
O 1.357 -3.903 -1.158
H -5.438 1.916 -4.727
H 0.249 4.350 -7.352
C 0.356 0.272 -1.034
C 8.417 0.166 -0.981
C -4.807 0.612 0.330
O -0.484 1.410 -6.659
C 0.606 4.972 -8.164
N 0.300 6.224 7.847
O -3.023 -7.632 5.834
H 1.499 -2.943 2.944
H -2.439 -0.217 7.302
H -5.412 3.297 -5.529
O 3.528 -1.359 4.078
H 1.147 5.840 -7.800
N -0.637 1.283 -7.864
H 0.770 7.034 5.976
H -1.898 1.026 2.254
H -4.176 1.248 0.943
H -0.266 -1.423 -2.249
H 0.043 2.535 -2.506
H -2.300 -1.931 6.816
O -1.915 -0.312 -0.637
N 2.277 -7.351 0.714
H -2.040 -0.187 0.313
H -5.730 0.420 0.871
O 0.434 1.078 -3.891
H -3.278 3.801 -6.391
O 1.164 -6.978 0.391
H -0.089 -7.864 5.205
H 1.337 2.934 -4.244
O -4.183 -2.783 5.202
H -8.602 1.517 2.246
C -0.496 1.943 -3.261
H -2.140 1.808 -5.493
H 1.857 -4.101 1.628
H 3.407 3.624 2.116
H -1.049 -6.374 5.446
H -3.849 -4.728 2.940
O -8.310 -1.467 2.083
C 2.754 0.581 5.081
O 5.519 -3.561 1.025
H -1.763 -3.463 -0.631
H 5.536 1.789 -2.023
H 3.854 -6.217 1.486
H 1.810 0.187 4.722
C -2.905 1.958 -2.279
C 6.310 -1.800 2.272
C -1.505 1.966 -0.370
H 4.127 -6.872 -0.150
H 1.468 -1.290 -2.040
O -1.171 2.102 -8.574
H 3.019 -5.489 0.074
H -2.278 4.271 -5.228
N -3.564 -3.719 4.741
O -1.936 -0.273 4.338
H 1.719 1.715 -5.426
C -2.540 -0.925 6.485
H 2.762 0.425 -3.405
H 1.800 5.674 6.500
O -2.371 -3.903 4.887
C 0.513 -1.150 -1.536
H 8.016 -0.830 -0.844
H -4.657 1.070 -3.074
N -1.953 -8.138 6.121
H 3.180 -3.481 2.660
C -4.306 -4.721 3.924
O 0.748 -5.266 3.660
H 8.419 0.422 -3.121
C 2.747 1.510 -3.523
C 1.537 1.869 -4.367
Cl -5.552 2.973 -0.790
H -3.295 0.867 -4.733
N 1.556 4.169 -8.982
H -2.748 2.585 2.041
C -0.877 -4.065 -0.442
H -5.346 -4.423 3.877
H -3.523 -0.882 6.035
H 7.334 -1.454 2.163
N 1.897 -4.885 3.567
C 2.134 -3.763 2.623
O 3.930 2.001 -4.114
H 5.868 1.535 -4.482
C -0.737 -7.316 5.882
O 1.772 3.022 -8.636
O 2.048 4.714 -9.942
C -0.901 2.400 0.911
C 0.398 -3.337 -0.710
S -1.020 2.686 3.680
N -3.118 1.714 -5.253
N -3.258 4.078 -5.411
H -0.250 -7.169 6.841
C 0.446 3.464 3.208
C -4.110 1.000 -2.140
H 4.609 0.290 -1.994
N 5.883 -2.403 0.981
H 0.072 1.936 1.012
C 7.784 0.676 -2.272
N -1.535 -0.552 5.452
N -7.881 -0.424 2.519
H -0.875 2.655 -3.990
C 3.408 -6.402 0.513
H -0.324 0.077 -9.545
H -6.060 0.779 -1.346
H -0.206 5.274 -8.818
O -0.370 -0.552 5.782
H 2.650 1.983 -2.539
H 2.761 0.645 6.165
H -9.850 0.290 2.636
H -0.896 -4.931 -1.093
H -8.734 0.879 3.908
H 4.774 0.155 -4.493
O 5.898 -1.709 -0.014
H -0.630 -0.796 -8.008
H 1.083 0.945 -1.470
C -3.163 3.174 -3.180
H -4.358 -0.362 0.159
C 0.785 6.057 6.449
N -2.475 2.539 -0.964
C 5.016 1.085 -3.977
C -1.598 1.140 -2.577
H -2.942 3.380 -0.632
N -5.127 2.880 -4.649
O 0.930 6.973 8.560
C -5.137 1.243 -1.017
H -2.243 3.754 -3.197
H -1.750 0.239 -3.164
```

## Properties
E_tot = -5349.6642 hartree
highest occupied orbital energy = -11.2 eV
E_LUMO = -4.0 eV
net charge = +1
ΔE to the lowest compared entry with this formula, charge and spin = 5.3 kcal/mol